1.
30
Properties=species:S:1:pos:R:3:forces:R:3:lowdin_charge:R:1 method="wB97M-V/def2-TZVPD" relative_energy_ev=1.9604 gap_ev=8.60 smiles="CNC1=N[C@H]2C(=N[N@@H+](C)N2C)[C@@H]2O[C@@H]2N1" e_homo_ev=-12.0 total_charge=+1
C -0.520259 -1.498981 -0.238718 -4.03 1.29 0.42 -0.0349
C 1.855722 0.328252 0.059343 -1.73 -1.79 -1.39 -0.3993
C 0.517228 -2.561018 -0.400726 1.39 1.66 0.19 -0.1412
C -0.367516 -0.005962 -0.675871 1.52 -0.07 -1.70 -0.2611
C 1.948989 -2.185103 -0.651816 -1.93 2.66 1.42 -0.2077
C -2.328964 1.139528 -1.665676 1.57 0.96 -1.52 -0.0574
C 2.312495 2.335176 1.265492 0.42 0.00 -1.00 -0.0462
C -2.579602 0.017539 1.738738 1.95 2.85 0.14 0.0351
N -1.728017 -1.679117 0.310932 3.90 -0.59 -1.08 0.1715
N 0.619841 0.643761 0.165874 -2.01 -0.74 -0.76 0.1251
N 2.344734 -0.786188 -0.754537 1.58 0.83 0.32 0.1253
N -1.678983 0.595098 -0.546716 0.91 -1.89 3.10 -0.0696
N 2.698488 1.135977 0.658572 3.40 -2.68 -1.32 0.0127
N -2.447669 -0.427224 0.323179 2.06 0.38 -1.39 -0.0824
O 1.499711 -2.596644 0.638749 0.47 -0.47 -0.49 0.0505
H 0.289658 -3.499293 -0.803658 -1.11 -1.27 -0.25 0.1376
H -0.139326 0.140254 -1.831717 0.07 -0.74 2.13 0.1914
H 2.580228 -2.791917 -1.261426 0.32 -0.63 0.01 0.1544
H -2.225035 2.224502 -1.705355 0.18 -0.02 0.15 0.1121
H -2.077080 0.752731 -2.657195 0.44 -0.35 0.16 0.1053
H -3.306126 0.947940 -1.547915 -3.92 -0.39 0.25 0.0515
H 2.299629 3.117007 0.583192 -0.60 1.51 -1.93 0.0785
H 1.338024 2.110343 1.538409 -1.66 0.50 1.68 0.0647
H 3.051681 2.705199 1.887452 1.00 0.00 2.34 0.0831
H -2.489619 1.191700 1.715668 -0.08 -2.53 0.18 0.1519
H -3.450713 -0.267991 2.246664 -1.59 -0.58 0.01 0.0724
H -1.751740 -0.466494 2.294867 -0.25 0.68 -0.49 0.1105
H 3.374642 -0.730555 -0.935031 -1.39 0.01 0.25 0.1467
H 3.629240 0.838741 0.406729 0.50 0.91 0.81 0.1503
H -3.269664 -0.727263 -0.157494 -1.40 0.51 -0.22 0.1692



2.
71
Properties=species:S:1:pos:R:3:forces:R:3:lowdin_charge:R:1 method="wB97M-V/def2-TZVPD" gap_ev=7.38 e_homo_ev=-6.0 total_charge=-1
Bi -0.094400 1.594552 -0.490029 -0.02 -0.08 -0.03 2.1187
C 3.245827 2.723552 -1.618064 -0.03 0.00 0.01 0.0174
C 3.287874 1.989497 -0.310857 -0.01 0.04 -0.02 -0.5604
N 4.412557 2.010173 0.398855 -0.07 -0.02 -0.05 0.2206
O 2.292876 1.375752 0.109495 0.06 0.01 0.02 -0.1663
H 4.222010 3.082100 -1.936680 0.00 0.00 0.00 0.0829
H 2.577379 3.578899 -1.495044 0.01 0.01 -0.01 0.0950
H 2.831586 2.062524 -2.379157 0.00 0.00 -0.01 0.0921
H 5.200842 2.549406 0.091883 0.00 0.01 0.00 0.1170
H 4.381389 1.642034 1.345898 -0.01 0.00 0.02 0.0771
F -0.442292 5.438708 2.511098 0.01 -0.02 0.01 0.1621
C -0.464240 4.214771 3.012627 0.00 0.01 0.03 -0.6613
F -0.285914 4.279272 4.326556 -0.02 -0.01 -0.04 0.1476
F -1.641555 3.653294 2.770104 0.03 0.02 0.01 0.1510
S 0.899148 3.196817 2.209526 0.08 0.05 -0.07 0.6351
O 0.165032 1.984579 1.747194 0.03 0.00 0.05 -0.4629
O 1.440361 3.993925 1.150077 0.00 -0.04 -0.03 -0.2713
N 1.840280 2.949861 3.384359 -0.14 0.02 0.09 -0.2815
S 2.706859 1.776609 3.972340 0.02 -0.11 -0.02 0.6260
O 3.659045 1.242347 3.035472 0.01 0.01 0.04 -0.2951
O 3.158089 2.149258 5.271733 -0.02 0.02 -0.01 -0.2563
C 1.509469 0.377494 4.240913 0.01 0.07 0.01 -0.6645
F 1.463255 -0.398645 3.162128 -0.01 0.01 0.01 0.1378
F 0.291914 0.839210 4.507136 0.01 -0.02 0.01 0.1469
F 1.926739 -0.352748 5.271612 0.02 -0.02 -0.03 0.1484
F -2.066260 5.344691 -1.555263 -0.02 -0.06 0.02 0.1808
B -2.136731 4.073130 -1.073177 0.11 -0.01 0.01 -1.2402
F -1.741786 3.108048 -2.061113 0.02 0.09 0.05 0.0055
F -3.378842 3.723963 -0.560121 0.03 0.00 -0.01 0.1382
F -1.153553 3.879414 -0.006819 -0.10 0.00 -0.07 -0.0389
C 3.600560 -1.909582 -0.191571 0.01 -0.01 -0.01 -0.0589
C 2.691306 -2.634495 -1.178137 0.04 0.04 0.02 -0.1669
C 1.205187 -2.542173 -0.810424 -0.05 -0.02 -0.04 -0.3006
C 0.338876 -3.327744 -1.838096 0.03 0.00 0.00 -0.1349
C -1.125475 -3.465326 -1.450329 0.01 0.03 -0.02 -0.0500
C 0.971132 -3.186190 0.544896 0.03 0.02 0.05 -0.4082
O 1.437927 -4.259290 0.842899 -0.03 0.01 -0.02 0.1189
N 0.136840 -2.515499 1.420370 -0.01 -0.01 -0.07 0.2295
C -0.405964 -1.258859 1.244692 -0.16 0.04 0.04 -0.5215
O -1.228796 -0.814404 2.021845 0.16 -0.02 -0.02 0.0657
N 0.047425 -0.550336 0.155449 0.06 -0.04 -0.04 0.0208
C 0.759111 -1.100380 -0.853284 -0.03 0.00 0.06 -0.4743
O 1.003339 -0.364676 -1.819400 -0.01 -0.04 -0.02 -0.0391
H 4.638955 -1.953360 -0.522431 0.00 0.00 0.01 0.0777
H 3.550903 -2.367176 0.798483 0.00 0.01 0.00 0.0832
H 3.324494 -0.858394 -0.091098 0.00 0.00 0.01 0.0552
H 2.946706 -3.693396 -1.218912 -0.01 0.00 -0.01 0.1209
H 2.804809 -2.221476 -2.181297 -0.01 0.00 -0.01 0.1220
H 0.798244 -4.312053 -1.944275 0.01 0.00 0.01 0.1262
H 0.436272 -2.809862 -2.794136 0.01 0.00 0.00 0.1278
H -1.246530 -4.113895 -0.579660 -0.02 0.01 0.00 0.0914
H -1.716015 -3.885021 -2.265606 0.01 0.00 0.04 0.0644
H -1.571636 -2.494874 -1.217879 0.01 0.00 0.01 0.0610
H -0.148538 -3.008267 2.254429 0.00 -0.01 0.02 0.1733
N -2.294688 1.112406 0.171631 0.03 -0.15 0.06 -0.0059
C -2.904189 0.099767 -0.690889 0.00 -0.05 0.04 -0.3021
C -2.680792 0.109576 -2.061893 -0.05 0.13 -0.02 -0.0462
C -3.250445 -0.873231 -2.858850 -0.05 -0.03 0.04 -0.0390
C -4.042759 -1.861931 -2.292442 0.03 0.02 -0.04 -0.2586
C -4.263386 -1.864983 -0.923615 0.01 0.01 0.03 -0.0429
C -3.685784 -0.892234 -0.118947 -0.03 -0.02 0.05 -0.0262
S -4.720876 -3.166731 -3.332120 0.06 0.01 0.05 0.4059
O -5.845496 -3.674962 -2.568044 -0.02 -0.02 -0.02 -0.3599
O -5.058623 -2.485957 -4.568144 -0.02 -0.02 -0.03 -0.3563
O -3.603810 -4.098260 -3.449409 -0.03 0.01 -0.02 -0.3655
H -2.872293 1.951822 0.246918 0.03 0.05 -0.13 0.0979
H -2.155299 0.696919 1.099760 -0.08 0.06 0.00 0.0719
H -2.137737 0.920519 -2.532947 0.06 0.02 0.03 0.0892
H -3.105527 -0.870276 -3.931537 -0.01 0.01 0.01 0.1212
H -4.892836 -2.638370 -0.502767 0.00 0.01 0.00 0.1159
H -3.841543 -0.899822 0.954050 0.00 0.00 -0.02 0.1159



3.
27
Properties=species:S:1:pos:R:3:forces:R:3:lowdin_spin:R:1 method="wB97M-V/def2-TZVPD" gap_ev="2.26 / 7.62" multiplicity=2 e_homo_ev="1.1 / -4.3" total_charge=-1
C -0.634754 0.690132 -3.012375 2.02 -0.15 -0.67 0.0203
C -0.693949 -0.280588 -1.856888 -0.61 0.53 0.99 0.0037
C 0.602235 -0.294689 -1.027080 -0.86 1.39 -0.33 0.0088
C 0.979471 1.096475 -0.452858 0.08 -0.91 0.31 0.0444
C -0.110986 1.677973 0.451213 -0.68 -0.59 -0.09 0.0920
C -0.475522 0.753613 1.580385 -0.99 0.61 -1.86 0.2453
C 0.259324 0.612017 2.704124 1.17 0.59 0.23 0.2575
H -1.484191 0.611999 -3.656049 -0.74 0.04 -0.41 0.0022
H -0.557552 1.725519 -2.623476 0.09 -0.52 -0.44 0.0111
H 0.284149 0.427052 -3.664746 -1.24 0.72 0.95 0.0026
H -0.876370 -1.298900 -2.178085 -0.22 -0.27 -0.33 0.0012
H -1.592197 0.042417 -1.241044 1.02 -0.57 -0.30 0.0014
H 1.405412 -0.663436 -1.629519 0.64 -0.15 -0.78 0.0047
H 0.512148 -1.036513 -0.268329 -0.04 -0.26 0.96 0.0043
H 1.910661 0.949850 0.113166 -0.22 0.18 0.11 0.0092
H 1.210865 1.822075 -1.226668 0.12 0.06 -0.47 0.0232
H 0.256486 2.635653 0.837574 0.08 0.36 0.14 0.0717
H -1.017588 1.903057 -0.187950 0.75 -0.12 0.59 0.0123
H -1.411769 0.223120 1.429449 -0.13 -0.04 0.26 0.0260
H 1.181584 1.141502 2.863281 0.35 0.31 -0.16 0.0753
H 0.014846 -0.030899 3.485642 -0.63 -1.09 1.21 0.0441
H 1.673692 -1.370091 2.023899 -0.27 1.95 0.72 0.0080
H 0.743900 -2.456935 1.546515 0.07 0.25 0.17 0.0013
O 1.676492 -2.237062 1.682399 0.63 -2.13 -0.73 0.0154
H -1.540956 -2.326259 2.151439 -1.41 0.54 2.11 0.0022
H -1.321767 -1.850741 0.729260 0.56 -0.45 0.85 0.0015
O -0.993663 -2.466340 1.426719 0.47 -0.26 -3.05 0.0101



Number 1: E_tot -19515.719 eV. Number 2: E_tot -115205.523 eV. Number 3: E_tot -11643.820 eV.